(1)
{"formula": "C7H15N4", "method": "the ωB97M-V functional and the def2-TZVPD basis", "charge": 1, "multiplicity": 3, "s_squared": 2.01, "homo_energy_ev": [-8.325, -13.378], "orbital_gap_ev": [5.6, 6.8], "elements": ["C", "C", "C", "C", "C", "C", "C", "N", "N", "N", "N", "H", "H", "H", "H", "H", "H", "H", "H", "H", "H", "H", "H", "H", "H", "H"], "coordinates": [[0.42085, -2.04527, -0.81208], [0.44024, -0.79047, -0.17172], [1.34726, -0.85594, 0.84034], [1.91518, 0.02136, 1.84699], [-2.25356, -0.62445, -0.10621], [-0.84657, 1.11286, -1.71511], [-1.20814, 0.39119, -0.36180], [1.38358, -2.79759, -0.35351], [1.89435, -2.08304, 0.65870], [-1.08968, 1.45288, 0.68612], [0.39484, 1.67966, -1.31546], [-0.10866, -2.40835, -1.69987], [1.39329, 0.88566, 1.90964], [1.76894, -0.37368, 2.80838], [2.95899, 0.28372, 1.73017], [-2.00100, -1.03675, 0.90486], [-3.24557, -0.08960, -0.15609], [-2.16872, -1.31984, -0.91397], [-0.81604, 0.47794, -2.54450], [-1.65922, 1.85087, -1.88530], [2.74432, -2.32705, 1.31540], [-0.73591, 1.10176, 1.58192], [-0.45009, 2.13923, 0.17470], [1.05724, 0.93339, -1.23779], [-1.96450, 2.01545, 0.78456], [0.82857, 2.40608, -1.96839]], "atomic_forces_ev_per_a": [[0.9672, -1.2618, -1.4215], [-3.3010, 2.8365, -2.7535], [2.8896, -2.8522, 1.0403], [1.0879, -0.7381, -0.5069], [-0.5006, 2.1112, 0.5340], [-2.1154, 0.0010, 2.9885], [0.4508, 0.2733, -0.5176], [-0.7461, -0.8818, -0.3847], [3.5415, 0.9805, 4.5805], [-1.2635, 0.8321, -1.3777], [1.9414, 3.5374, -1.9606], [0.0538, 0.3861, 0.5200], [-1.5126, 3.0061, -0.1804], [0.1253, -1.0167, 1.4578], [0.3932, -0.1665, -0.2113], [-0.8188, -0.1899, -0.7965], [0.4234, -1.0958, 0.3862], [-0.3244, -0.8499, -0.1507], [0.0213, -1.2954, -1.1998], [0.7013, 0.0595, -0.2526], [-2.3752, -0.4716, -2.1899], [-0.1088, 0.2632, -0.0316], [0.6149, -0.8231, 0.7170], [0.5289, -0.4062, 0.1066], [0.3772, -0.8417, 0.5821], [-1.0513, -1.3963, 1.0227]]}


(2)
{"formula": "C8H15N3O5", "method": "the ωB97M-V functional and the def2-TZVPD basis", "smiles": "NC(=O)CC[C@H](NC(=O)[C@@H](N)CO)C(=O)O", "homo_energy_ev": -9.565, "orbital_gap_ev": 10.1, "elements": ["C", "C", "C", "C", "C", "C", "C", "C", "H", "H", "H", "H", "H", "H", "H", "H", "H", "H", "H", "H", "H", "H", "H", "N", "N", "N", "O", "O", "O", "O", "O"], "coordinates": [[3.03114, -0.30461, 0.84448], [1.77616, 0.59103, 0.38074], [4.10603, -0.56074, -0.21688], [-0.59990, 0.62433, 0.27841], [-1.72553, -0.06987, 1.18624], [-0.91572, 0.87721, -1.17709], [-2.43198, 1.39742, -1.07569], [-3.38067, 0.26563, -0.97572], [1.73346, -1.79339, 1.16888], [2.75844, -1.48851, 2.38394], [3.43910, 0.31349, 1.60334], [3.85024, -1.40110, -0.84135], [4.32774, 0.09251, -1.07430], [4.98395, -2.03521, 0.35544], [0.46794, -1.09383, 0.66417], [-0.44952, 1.65521, 0.64470], [-0.78695, -0.02332, -1.74543], [-0.30870, 1.54919, -1.75724], [-2.41505, 2.02812, -0.12178], [-2.68913, 2.20911, -1.85988], [-5.01324, 1.35612, -1.74720], [-5.38134, -0.25130, -1.08415], [-2.63550, -1.76026, 0.65275], [2.66368, -1.63250, 1.41840], [0.61816, -0.09373, 0.36127], [-4.71291, 0.51781, -1.19620], [1.75469, 1.73715, 0.04680], [5.26176, -1.08001, 0.44723], [-2.49651, 0.62867, 1.90865], [-3.06107, -0.83423, -0.61998], [-1.76873, -1.42038, 1.14745]], "atomic_forces_ev_per_a": [[-1.1556, 0.4612, -1.7045], [0.7938, -2.9454, 0.1934], [0.0181, -0.6318, -1.0460], [-0.1518, 0.9070, 0.4796], [-2.0817, 2.3540, 1.5770], [-3.3863, -0.1269, -0.1924], [1.9412, 2.6335, -1.0864], [-2.7247, 1.3421, -0.4668], [-1.1688, -0.9059, 0.1577], [-0.3096, -0.4539, 1.6087], [0.7675, 0.4949, 0.7773], [-1.3745, -0.4970, -0.1851], [0.1655, 1.1833, 1.2417], [1.3743, 1.3289, 0.9996], [0.3945, 1.9726, -0.6248], [-0.0103, -0.6024, 0.5954], [-0.6260, -0.8597, -0.2074], [0.5255, 0.8720, 0.7871], [-0.5713, -1.0443, -1.0500], [0.1874, -1.6805, 0.8797], [0.4522, -1.3331, 1.0475], [0.6400, 0.5720, -0.1730], [2.4630, 1.4152, 1.5139], [1.8618, 1.5974, -1.3059], [-0.7705, -2.9383, 1.4923], [-0.3260, 1.2372, -1.0023], [1.2618, 1.8405, -0.1382], [-0.5638, -1.4101, -0.4907], [2.9418, -2.5658, -2.7828], [0.0121, -1.3828, -1.0374], [-0.5795, -0.8342, 0.1431]]}


(3)
{"formula": "C5H5Cl15", "method": "the ωB97M-V functional and the def2-TZVPD basis", "smiles": "ClC(Cl)Cl.ClC(Cl)Cl.ClC(Cl)Cl.ClC(Cl)Cl.ClC(Cl)Cl", "homo_energy_ev": -10.999, "orbital_gap_ev": 11.3, "elements": ["C", "Cl", "Cl", "Cl", "H", "C", "Cl", "Cl", "Cl", "H", "C", "Cl", "Cl", "Cl", "H", "C", "Cl", "Cl", "Cl", "H", "C", "Cl", "Cl", "Cl", "H"], "coordinates": [[2.93743, 3.60080, 3.18451], [1.97967, 4.85923, 4.00742], [4.53170, 3.43276, 3.90974], [3.03209, 3.98879, 1.45137], [2.40621, 2.66189, 3.26422], [-1.34694, 3.22225, -0.40679], [-2.28357, 1.76353, -0.00638], [-0.17966, 2.87106, -1.68240], [-0.64040, 3.82222, 1.10403], [-2.02285, 4.00935, -0.71330], [0.67522, -4.79604, -0.69026], [-0.90449, -4.64803, -1.51445], [1.96440, -4.74498, -1.89347], [0.74816, -6.26649, 0.27632], [0.75169, -4.01122, 0.05213], [-3.32941, -1.37548, -2.30421], [-1.64576, -0.84052, -2.27840], [-3.62449, -2.62203, -1.07501], [-3.78547, -2.03521, -3.87421], [-3.93477, -0.51819, -2.03925], [0.89352, -0.42240, 0.13524], [1.52689, 0.61690, 1.48641], [-0.48672, -1.37590, 0.67773], [2.19005, -1.44731, -0.43493], [0.54748, 0.25502, -0.63602]], "atomic_forces_ev_per_a": [[-0.2144, 0.4405, -0.3110], [0.1809, -0.3266, -0.0513], [-0.1411, -0.0012, -0.0795], [0.1772, -0.0831, 0.2672], [0.0208, -0.0001, 0.1478], [-0.2669, -0.1661, 0.7144], [-0.0137, 0.1981, -0.2248], [-0.0455, 0.1823, 0.2795], [0.3378, 0.0366, -0.2907], [-0.0289, -0.1870, -0.3786], [-0.5045, -0.2158, -0.1112], [0.4480, -0.0227, 0.3200], [-0.0319, 0.1026, 0.3051], [0.0126, -0.3044, -0.0707], [0.1686, 0.3930, -0.4628], [0.1009, -0.3665, 0.2605], [-0.1609, -0.0888, -0.5015], [0.0085, 0.2328, 0.1022], [0.0388, 0.3257, -0.0031], [-0.1184, -0.0239, -0.2446], [0.0952, 0.3926, 0.9485], [-0.4191, -0.4174, -0.5884], [0.2567, -0.0286, 0.3099], [-0.0219, -0.0340, -0.2445], [0.1214, -0.0381, -0.0924]]}


| no. | largest force on an atom (hartree/bohr) | energy (eV) |
| --- | --- | --- |
| 1 | 0.1142 | -13448.7734 |
| 2 | 0.0932 | -23245.3422 |
| 3 | 0.0200 | -193102.0171 |